# C9H14O2

One molecule with the formula C9H14O2 (ωB97M-V with the def2-TZVPD basis set, OMol25).

ΔE to the lowest compared entry with this formula, charge and spin, kcal per mole: 0.0
E_tot, eV: -13655.656
Kohn-Sham gap, eV: 10.20
HOMO energy, eV: -9.43
Structure (SMILES): O=C1C[C@H]2CCC[C@@](O)(C1)C2

The geometry in XYZ format:
```
25
C9H14O2 (ωB97M-V with the def2-TZVPD basis set)
O 2.8145 -0.9058 -0.6229
C 1.6124 -0.7411 -0.7743
C 0.5788 -1.8161 -0.4638
C -0.7356 -1.2800 0.1173
C -0.6282 -0.8272 1.5918
C 0.2267 0.4367 1.7658
C -0.1448 1.5225 0.7645
C -0.2978 1.0127 -0.6989
O -0.8662 2.0152 -1.5014
C 1.0363 0.5547 -1.3430
C -1.2666 -0.1565 -0.7411
H 0.3681 -2.2718 -1.4379
H 1.0226 -2.6134 0.1624
H -1.4275 -2.1197 0.0792
H -1.6607 -0.5899 1.9210
H -0.2711 -1.6595 2.2158
H 1.2812 0.1284 1.6400
H 0.1314 0.8186 2.8001
H -1.1134 1.9469 1.0344
H 0.6204 2.3074 0.8052
H -0.3362 2.7985 -1.4581
H 1.8071 1.3188 -1.2757
H 0.8621 0.4176 -2.4191
H -1.3868 -0.4838 -1.7785
H -2.2266 0.1867 -0.3830
```

=====

# C19H23BrCl36F3N3OPS

A 13-piece molecular cluster, C19H23BrCl36F3N3OPS overall (ωB97M-V with the def2-TZVPD basis set, OMol25).

E_tot, eV: -575712.757
Kohn-Sham gap, eV: 9.48
Net charge: +1
HOMO energy, eV: -12.20

The geometry in XYZ format:
```
88
C19H23BrCl36F3N3OPS (ωB97M-V with the def2-TZVPD basis set)
N -0.7738 -0.3034 0.0907
C -0.3241 -1.2643 -0.8970
P -0.7368 -0.5016 -2.5747
O -2.0308 0.1989 -2.5245
N 1.1362 -1.4708 -0.6432
C 1.7397 -2.6441 -1.3642
C 3.0532 -3.0109 -0.6396
F 3.5974 -4.0739 -1.2161
F 2.8126 -3.3491 0.6411
F 3.9234 -1.9982 -0.6412
C 0.8634 -3.9091 -1.3612
C -0.6361 -3.6620 -1.6100
C -1.1313 -2.5803 -0.6324
Br -0.7586 -3.1437 1.2280
N -2.5385 -2.3167 -0.8991
C -3.2920 -2.1989 0.0560
S -4.2389 -1.8261 1.2146
H -1.7120 0.0204 -0.1292
H -0.1238 0.4706 0.1848
H -0.7933 -1.4784 -3.5973
H 0.3101 0.3907 -2.9455
H 1.2924 -1.4932 0.3777
H 1.6195 -0.6196 -0.9690
H 2.0295 -2.3697 -2.3816
H 1.0139 -4.5120 -0.4668
H 1.2230 -4.5252 -2.1925
H -1.1789 -4.5904 -1.4181
H -0.8568 -3.3930 -2.6441
C 5.9900 -3.2205 -3.7921
Cl 6.2822 -4.9294 -4.1119
Cl 6.9987 -2.2004 -4.8084
Cl 4.2750 -2.8354 -4.0348
H 6.2365 -3.0216 -2.7564
C 0.9416 3.2661 -1.2418
Cl -0.7504 2.9084 -1.5500
Cl 1.1221 4.7065 -0.2494
Cl 1.7285 1.8771 -0.4534
H 1.4360 3.4388 -2.1899
C 2.6096 -4.7750 3.9628
Cl 0.9252 -5.1998 3.6266
Cl 2.6922 -3.3267 4.9662
Cl 3.4496 -6.1200 4.7272
H 3.0978 -4.5619 3.0205
C 9.6486 -5.3994 -5.9666
Cl 9.5201 -6.8983 -6.8878
Cl 11.0950 -5.4077 -4.9559
Cl 9.6452 -4.0006 -7.0423
H 8.7854 -5.3263 -5.3189
C -3.9539 5.6322 -1.6432
Cl -2.2197 5.9490 -1.5361
Cl -4.2705 3.8944 -1.5502
Cl -4.8246 6.4952 -0.3804
H -4.3042 5.9903 -2.6035
C -8.3882 4.6162 -2.4492
Cl -9.7748 5.0453 -3.4506
Cl -6.8764 4.9504 -3.3052
Cl -8.4421 5.4734 -0.9093
H -8.4317 3.5538 -2.2467
C 0.5748 3.5797 3.4594
Cl 1.2336 2.9524 4.9689
Cl -0.1215 2.2683 2.4951
Cl -0.6334 4.8227 3.7676
H 1.3836 4.0245 2.8928
C 5.9595 1.8011 -0.9462
Cl 5.0259 3.2679 -1.2537
Cl 4.9031 0.3775 -0.8990
Cl 7.2127 1.5923 -2.1628
H 6.4344 1.8982 0.0218
C -3.1670 -3.3227 5.3648
Cl -1.6901 -3.9393 4.6066
Cl -2.7946 -1.9694 6.4278
Cl -4.3395 -2.8434 4.1297
H -3.6016 -4.1185 5.9564
C -5.1754 4.9943 -7.0799
Cl -4.4664 4.9724 -5.4600
Cl -5.0171 6.5915 -7.8069
Cl -4.4287 3.7641 -8.0992
H -6.2297 4.7654 -6.9877
C -1.2202 1.0808 8.6360
Cl -2.7720 0.2524 8.4751
Cl -0.0327 0.0267 9.4069
Cl -0.6373 1.6197 7.0597
H -1.3608 1.9507 9.2645
C -4.5709 3.9463 7.3752
Cl -3.8183 3.4083 8.8824
Cl -3.5141 3.6407 5.9962
Cl -6.1337 3.1613 7.1496
H -4.7344 5.0139 7.4442
```

=====

# C6H8F3O3S4SbTa

C6H8F3O3S4SbTa as an isolated structure (ωB97M-V with the def2-TZVPD basis set, OMol25).

ΔE to the lowest compared entry with this formula, charge and spin, kcal per mole: 3.3
E_tot, eV: -72072.507
Kohn-Sham gap, eV: 7.21
Net charge: +1
HOMO energy, eV: -12.55

The geometry in XYZ format:
```
26
C6H8F3O3S4SbTa (ωB97M-V with the def2-TZVPD basis set)
Ta -0.9535 0.4228 0.1111
S 1.6056 2.4962 2.9303
Sb -0.5870 2.4045 2.7915
S -1.1230 -0.0761 2.2918
S -0.9049 2.6091 0.0658
S -2.4549 3.2207 3.5678
C 3.2041 -0.1193 -1.0363
C 2.9643 -1.2434 -0.0260
C 1.4759 -1.4861 -0.1275
O 0.9235 -0.1201 -0.4166
C 2.0453 0.8166 -0.7897
H 3.1861 -0.5003 -2.0574
H 4.1509 0.3915 -0.8737
H 3.2295 -0.9234 0.9818
H 3.5208 -2.1476 -0.2627
H 1.0042 -1.8298 0.7903
H 1.1927 -2.1104 -0.9718
H 2.1869 1.4641 0.0742
H 1.6995 1.3789 -1.6513
F -4.6208 0.2101 0.2118
C -4.4278 -0.7070 -0.7559
F -4.8915 -1.8735 -0.3621
F -5.0304 -0.3177 -1.8619
C -2.8933 -0.7267 -0.9071
O -2.1891 -1.5006 -0.2296
O -2.3132 0.2673 -1.4868
```

=====

# C64H167N13O19

A 13-piece molecular cluster, C64H167N13O19 overall (ωB97M-V with the def2-TZVPD basis set, OMol25).

ΔE to the lowest compared entry with this formula, charge and spin, kcal per mole: 81.1
E_tot, eV: -127334.722
Kohn-Sham gap, eV: 8.97
HOMO energy, eV: -8.35

The geometry in XYZ format:
```
263
C64H167N13O19 (ωB97M-V with the def2-TZVPD basis set)
C 19.7415 17.5368 14.6100
C 19.9894 17.1607 16.0432
C 20.9055 15.9495 16.1799
O 20.4804 14.8498 15.2758
C 21.5699 13.9830 15.0117
N 20.2994 18.3201 16.8301
H 18.9827 18.3009 14.5219
H 19.2333 16.7229 13.9789
H 20.6246 17.8671 14.0625
H 19.0621 16.8184 16.4040
H 20.8486 15.6435 17.2578
H 21.9207 16.2407 15.8427
H 22.4329 14.5040 14.5752
H 21.2043 13.2479 14.3430
H 21.8888 13.4648 15.9084
H 20.6019 18.0748 17.7838
H 21.0754 18.8231 16.4482
C 15.1410 21.9182 14.7576
C 14.3689 22.4938 15.9012
C 13.4146 23.6036 15.4063
O 12.7019 24.0900 16.4935
C 12.0055 25.3006 16.2635
N 13.8318 21.4933 16.8421
H 15.7445 21.0023 15.0028
H 15.9280 22.5580 14.4802
H 14.5215 21.8006 13.8289
H 15.0466 23.0550 16.5680
H 12.6751 23.2589 14.6114
H 13.9452 24.4844 14.9187
H 11.5098 25.5593 17.1660
H 11.2585 25.3273 15.5016
H 12.7029 26.0728 16.0366
H 13.3005 20.8597 16.2638
H 13.1578 21.8732 17.5702
C 18.8401 19.0382 21.4878
C 19.3983 18.9808 20.1058
C 18.9810 20.2789 19.3765
O 17.5939 20.1698 19.1837
C 17.0892 21.1861 18.3219
N 20.8575 18.9248 20.1698
H 19.0230 18.1379 22.1106
H 17.7368 19.2753 21.4397
H 19.4176 19.9032 21.9171
H 19.0342 18.1398 19.5361
H 19.5783 20.4231 18.4924
H 19.2023 21.1763 20.0065
H 17.6145 21.1456 17.3701
H 17.1906 22.2630 18.7236
H 16.0712 20.8936 18.1052
H 21.1587 18.1003 20.6756
H 21.1853 19.6719 20.7448
C 13.4602 11.1659 25.3792
C 13.7541 12.6998 25.4295
C 15.2082 12.8315 25.3330
O 15.5427 14.1974 25.6282
C 16.9177 14.5386 25.3633
N 12.9949 13.3057 24.4204
H 12.3438 10.9930 25.3884
H 13.7708 10.5655 26.2245
H 13.8929 10.7105 24.4594
H 13.3817 13.0566 26.3936
H 15.6386 12.5627 24.3516
H 15.7053 12.0948 25.9962
H 17.5911 13.7593 25.7764
H 17.1262 15.5129 25.8661
H 17.0594 14.6150 24.3093
H 13.1003 12.7950 23.5269
H 13.2489 14.2749 24.3544
C 13.7123 17.9528 13.4633
C 12.6072 18.5281 14.3283
C 11.7276 19.5456 13.6185
O 12.4895 20.7782 13.5836
C 11.8062 21.7225 12.7916
N 11.7026 17.4217 14.6842
H 14.1659 18.6442 12.8184
H 13.1349 17.2059 12.8025
H 14.4163 17.4324 14.0876
H 13.0303 18.9180 15.2355
H 10.7861 19.7365 14.1555
H 11.4397 19.3113 12.5454
H 12.4021 22.6004 12.5008
H 10.9443 22.1075 13.3377
H 11.4898 21.2089 11.8711
H 12.2735 16.5832 14.9666
H 11.1582 17.6722 15.5668
C 9.6222 15.6305 26.8052
C 10.0015 15.8530 25.3844
C 11.3807 16.5888 25.1942
O 12.5817 15.9045 25.6576
C 13.6033 16.7459 25.9782
N 9.9681 14.6352 24.6436
H 9.3129 16.5659 27.3245
H 10.5423 15.3158 27.2765
H 8.8441 14.9111 26.8596
H 9.2787 16.5151 24.8809
H 11.3059 17.6220 25.6218
H 11.4806 16.7014 24.1161
H 13.9237 17.4327 25.1533
H 14.4480 16.1030 26.2531
H 13.3566 17.3648 26.8501
H 10.0599 14.8239 23.6239
H 10.8067 14.1072 24.8312
C 24.3934 11.1839 21.9631
C 22.8843 11.2487 22.2116
C 22.0912 10.9137 20.9313
O 22.3242 11.8815 19.9600
C 22.1436 11.4334 18.5869
N 22.3450 10.4127 23.3288
H 24.7191 10.1380 22.0653
H 24.9643 11.7868 22.5925
H 24.6176 11.5627 20.9220
H 22.5861 12.2819 22.3208
H 21.0339 10.7383 21.1502
H 22.4339 9.9649 20.4921
H 22.5901 12.1381 17.8698
H 21.0422 11.4782 18.3937
H 22.5651 10.4730 18.4963
H 23.0386 9.8338 23.7303
H 21.8810 10.9747 24.0439
C 21.0653 17.1718 24.9241
O 20.3449 16.2612 24.1906
C 21.1395 15.8082 23.0423
C 20.3856 14.7887 22.1795
N 19.9936 13.6020 22.9715
C 18.9377 12.8316 22.3083
C 18.7884 11.4199 22.9191
O 18.2865 11.6753 24.2191
C 17.8850 10.4652 24.8383
H 22.0255 16.7325 25.2383
H 20.5256 17.4865 25.8041
H 21.2383 18.0417 24.3388
H 21.9926 15.3219 23.3426
H 21.4401 16.6347 22.3799
H 20.9671 14.4322 21.3617
H 19.4887 15.3061 21.8486
H 19.6309 13.8363 23.9337
H 19.1949 12.6648 21.2415
H 17.9683 13.3600 22.3355
H 19.7967 10.9527 22.9539
H 18.0420 10.7400 22.3950
H 17.3026 9.9415 24.0996
H 17.3174 10.6099 25.7623
H 18.7814 9.9573 25.0499
C 16.0770 17.8682 16.3421
O 15.3808 16.6418 16.4134
C 14.3987 16.5389 17.4014
C 13.7997 15.1671 17.2845
N 13.3026 14.8662 15.9836
C 12.8290 13.4946 15.9215
C 11.3046 13.4289 16.4325
O 11.0405 12.1761 17.0454
C 9.7281 12.1057 17.4977
H 15.3841 18.7133 16.3189
H 16.6218 17.9157 15.3734
H 16.7207 18.0672 17.2255
H 13.7304 17.4054 17.4185
H 14.7747 16.5256 18.4321
H 12.9341 15.0248 17.9228
H 14.5314 14.4506 17.5728
H 14.1585 14.9009 15.4314
H 13.3580 12.8428 16.5825
H 12.8742 13.1144 14.9344
H 10.5374 13.7498 15.6606
H 11.2256 14.1847 17.2405
H 9.4491 12.8262 18.3357
H 9.7130 11.1177 17.9281
H 9.0824 12.1226 16.5995
C 14.6494 11.8241 20.2813
O 13.8186 12.7319 21.0087
C 12.6319 12.8878 20.2857
C 12.0084 14.2153 20.6216
N 10.6001 14.2611 20.3316
C 9.9732 15.4956 20.3402
C 10.2597 16.3422 19.1055
O 9.6060 17.6341 19.2962
C 9.8118 18.4671 18.1526
H 14.0191 10.9511 20.1747
H 15.6324 11.5775 20.7433
H 14.7319 12.1735 19.2438
H 12.0254 12.0177 20.3279
H 12.8108 12.9053 19.2330
H 12.5076 15.0261 19.9956
H 12.2763 14.3594 21.6263
H 10.0217 13.6027 20.8509
H 10.2694 16.2315 21.1791
H 8.9337 15.3132 20.3456
H 9.8284 15.8492 18.2737
H 11.3700 16.4102 18.9573
H 9.2019 18.1128 17.2830
H 10.8330 18.3550 17.8338
H 9.5421 19.5242 18.2944
C 14.0600 17.6110 21.4087
O 14.5114 16.2966 21.1355
C 15.6374 15.9628 21.8434
C 16.8791 16.2869 21.1053
N 17.0106 15.3147 20.0892
C 18.0552 15.5115 19.1014
C 18.3134 14.1983 18.4820
O 17.1949 13.5413 17.9137
C 17.0521 13.6528 16.5092
H 13.1274 17.6720 20.8478
H 14.7746 18.3507 21.0576
H 13.8347 17.8850 22.4361
H 15.5997 14.8804 22.0989
H 15.6334 16.4078 22.8317
H 17.7199 16.1394 21.7997
H 16.9351 17.3380 20.6960
H 16.1080 15.0751 19.6360
H 19.0586 15.9320 19.4512
H 17.8046 16.1266 18.2401
H 18.6709 13.4715 19.2542
H 19.0755 14.2314 17.6993
H 16.7259 14.6404 16.0852
H 16.2291 12.9674 16.2422
H 17.9588 13.3563 15.9308
C 9.6514 20.1316 25.0406
O 9.4533 19.8863 23.6643
C 10.4668 20.3191 22.8049
C 10.1928 20.1254 21.3346
N 11.2555 20.7594 20.5643
C 11.0964 22.1815 20.1656
C 10.2459 22.4276 18.9541
O 10.8044 21.5064 18.0057
C 10.4628 21.7864 16.7210
H 9.4741 21.2030 25.3134
H 10.7352 19.9243 25.3693
H 8.9797 19.4466 25.5566
H 11.4226 19.8492 23.0519
H 10.6596 21.3976 22.9440
H 9.1973 20.4382 21.0862
H 10.1448 19.0853 20.9632
H 11.2631 20.3583 19.6124
H 12.0857 22.6877 20.0719
H 10.5372 22.6690 21.0169
H 10.4018 23.3825 18.5553
H 9.1646 22.2634 19.0840
H 9.4031 21.7457 16.5145
H 11.0050 21.1773 15.9838
H 10.7677 22.8060 16.4172
C 11.9004 16.3102 11.0060
O 12.8769 15.2956 11.2661
C 12.3300 14.2350 12.0588
C 13.3737 13.1595 12.2562
N 14.5328 13.6010 13.0325
C 15.4598 14.4373 12.2831
C 16.8737 14.4510 12.8811
O 17.3327 13.1658 13.1413
C 18.6666 13.0342 13.5704
H 12.3961 17.1423 10.4799
H 11.4693 16.7914 11.9254
H 11.0937 15.9195 10.3302
H 11.4898 13.9825 11.4278
H 12.0343 14.5755 13.0628
H 13.6052 12.7368 11.2410
H 12.8713 12.2960 12.7415
H 15.0414 12.7285 13.2089
H 15.0509 15.4721 12.3369
H 15.5970 14.1491 11.2605
H 16.9658 15.1910 13.7606
H 17.5885 14.9159 12.1142
H 18.6715 12.3000 14.3679
H 19.0537 13.9595 14.0014
H 19.2828 12.7426 12.7926
```